[1]
Formula: C3BrF5I2
Source: OMol25
Level of theory: ωB97M-V/def2-TZVPD

HOMO ... -9.91 eV
LUMO level ... -0.29 eV
ΔE to the lowest compared entry with this formula, charge and spin ... 0.000 eV

The geometry in XYZ format:
```
11
Properties=species:S:1:pos:R:3:forces:R:3:lowdin_charge:R:1
C 0.402 0.616 -0.335 -3.234 1.512 1.165 -0.697
C -1.385 0.840 0.272 2.848 -1.100 -2.576 -0.922
C 1.239 -0.520 0.411 -1.527 0.681 0.050 -0.925
F 0.272 0.485 -1.656 0.598 -0.888 0.022 -0.027
F -1.204 1.429 1.401 -0.725 0.239 2.061 -0.054
F -2.036 -0.341 0.390 0.627 1.019 0.132 0.026
F 0.562 -1.708 0.435 0.308 0.965 -0.307 0.015
F 2.357 -0.704 -0.262 0.604 -0.126 -0.056 0.067
Br 1.108 2.471 -0.031 0.109 -1.197 -0.315 0.674
I -2.425 2.215 -1.042 0.138 -0.580 0.127 0.899
I 1.543 0.097 2.471 0.254 -0.525 -0.303 0.944
```
Forces are in eV/Å.

[2]
Formula: C3CaO2
Source: OMol25
Level of theory: ωB97M-V/def2-TZVPD

HOMO (alpha / beta) ... -6.21 / -6.21 eV
LUMO level (alpha / beta) ... -3.04 / -3.04 eV
ΔE to the lowest compared entry with this formula, charge and spin ... 4.279 eV

The geometry in XYZ format:
```
6
Properties=species:S:1:pos:R:3:forces:R:3:lowdin_charge:R:1
C -2.193 0.374 -0.014 -0.255 -0.647 0.009 -0.071
C -1.468 -0.671 0.040 0.195 0.804 -0.058 -0.394
O -0.109 -0.909 0.088 0.826 -1.515 0.220 -0.259
C 0.709 0.184 0.094 -2.533 1.511 -0.460 -0.667
O 0.137 1.268 -0.019 2.300 -0.206 0.236 -0.106
Ca 2.924 -0.245 -0.190 -0.533 0.054 0.053 1.496
```
Forces are in eV/Å.

[3]
Formula: C3Cl2N2
Source: OMol25
Level of theory: ωB97M-V/def2-TZVPD

HOMO ... -12.32 eV
LUMO level ... -0.57 eV
ΔE to the lowest compared entry with this formula, charge and spin ... 0.068 eV
SMILES ... N#CC(Cl)(Cl)C#N

The geometry in XYZ format:
```
7
Properties=species:S:1:pos:R:3:forces:R:3:lowdin_charge:R:1
C -0.364 0.005 0.013 -0.352 0.763 0.197 -1.166
C 0.534 0.492 1.095 0.978 0.784 1.286 -0.270
C 0.371 -0.569 -1.098 1.296 -0.763 -0.874 -0.327
N 1.212 0.912 1.947 -1.478 -0.988 -1.884 0.198
N 1.020 -1.041 -1.928 -0.761 0.497 0.748 0.209
Cl -1.287 1.410 -0.678 0.279 -0.347 0.420 0.659
Cl -1.486 -1.210 0.650 0.038 0.054 0.107 0.696
```
Forces are in eV/Å.

[4]
Formula: C3Cl4
Source: OMol25
Level of theory: ωB97M-V/def2-TZVPD

HOMO ... -10.08 eV
LUMO level ... 0.43 eV
ΔE to the lowest compared entry with this formula, charge and spin ... 0.116 eV
SMILES ... ClC1=C(Cl)C1(Cl)Cl

The geometry in XYZ format:
```
7
Properties=species:S:1:pos:R:3:forces:R:3:lowdin_charge:R:1
C 0.383 0.864 -0.040 -0.547 -1.942 1.728 -0.743
C 0.094 -0.066 0.868 -0.133 1.492 -0.710 -0.719
C -0.175 -0.403 -0.521 -0.106 -0.477 0.170 -1.222
Cl 0.948 2.376 -0.370 0.171 0.630 -0.320 0.777
Cl -0.207 -0.533 2.466 0.295 0.106 -0.571 0.732
Cl -1.851 -0.608 -1.084 -0.068 0.365 -0.018 0.582
Cl 0.808 -1.630 -1.319 0.388 -0.174 -0.280 0.593
```
Forces are in eV/Å.

[5]
Formula: C3ClO4
Source: OMol25
Level of theory: ωB97M-V/def2-TZVPD

HOMO (alpha / beta) ... -1.01 / -5.62 eV
LUMO level (alpha / beta) ... 3.54 / 1.49 eV
Total charge ... -1
ΔE to the lowest compared entry with this formula, charge and spin ... 0.630 eV
Expectation value of S² ... 2.01
2S+1 ... 3

The geometry in XYZ format:
```
8
Properties=species:S:1:pos:R:3:forces:R:3:lowdin_spin:R:1
C 0.915 0.482 -1.259 -2.802 -2.620 -0.894 0.181
C -0.830 -1.260 1.204 0.494 -2.110 1.809 0.048
C -0.089 0.411 -0.205 3.012 -0.481 -2.621 0.725
O -0.704 -2.181 0.498 -0.152 -0.020 -1.848 0.090
O 1.193 0.500 -2.445 0.401 0.393 1.418 0.143
O -0.969 -0.865 2.297 -0.260 1.917 -0.126 0.047
O 1.402 0.718 -0.045 0.917 0.779 1.263 0.243
Cl -0.918 2.194 -0.046 -1.610 2.141 0.999 0.524
```
Forces are in eV/Å.

[6]
Formula: C3F10N2
Source: OMol25
Level of theory: ωB97M-V/def2-TZVPD

HOMO ... -11.98 eV
LUMO level ... -1.43 eV
ΔE to the lowest compared entry with this formula, charge and spin ... 0.012 eV

The geometry in XYZ format:
```
15
Properties=species:S:1:pos:R:3:forces:R:3:lowdin_charge:R:1
C -0.859 0.497 -0.047 -1.715 1.610 1.683 -0.378
C 0.630 0.274 0.066 1.774 4.241 2.063 -0.088
C -1.606 -0.819 -0.220 0.906 -0.649 -0.403 -0.563
N 1.207 -0.181 -1.078 1.003 -0.723 -1.306 -0.010
N 1.063 -0.459 1.277 -0.417 -0.524 -1.401 -0.017
F -1.201 1.279 -1.077 0.365 0.031 0.507 0.178
F -1.306 1.091 1.136 0.511 -0.882 -1.810 0.125
F 1.083 2.085 0.384 -0.744 -3.612 -0.738 -0.210
F -1.214 -1.664 0.737 0.334 -0.493 -0.643 0.184
F -1.276 -1.232 -1.488 -0.550 -0.452 1.385 0.154
F -2.886 -0.714 -0.094 -1.311 0.489 -0.483 0.242
F 0.802 0.362 -2.275 0.234 -0.093 1.352 0.112
F 2.566 -0.154 -1.120 -0.598 0.211 0.147 0.107
F 0.579 0.083 2.419 0.401 0.358 -0.497 0.091
F 2.419 -0.450 1.380 -0.192 0.487 0.145 0.074
```
Forces are in eV/Å.

[7]
Formula: C3F2IN
Source: OMol25
Level of theory: ωB97M-V/def2-TZVPD

HOMO (alpha / beta) ... -6.04 / -9.72 eV
LUMO level (alpha / beta) ... 0.17 / -3.52 eV
Expectation value of S² ... 2.01
2S+1 ... 3

The geometry in XYZ format:
```
7
Properties=species:S:1:pos:R:3:forces:R:3:lowdin_spin:R:1
C -0.838 -0.650 0.083 8.484 -0.659 0.459 0.251
C -1.942 -0.169 -0.028 -5.117 1.410 -1.158 0.448
C 1.264 0.267 0.041 6.767 4.898 0.418 0.549
N 0.474 -0.696 0.038 -9.299 -6.370 0.071 0.360
F -3.219 -0.091 0.030 0.171 -0.015 0.384 0.130
F 0.987 1.570 0.001 -0.613 0.305 -0.097 0.123
I 3.274 -0.231 -0.166 -0.393 0.430 -0.077 0.138
```
Forces are in eV/Å.

[8]
Formula: C3F6I2
Source: OMol25
Level of theory: ωB97M-V/def2-TZVPD

HOMO (alpha / beta) ... -9.70 / -8.54 eV
LUMO level (alpha / beta) ... -1.18 / -1.28 eV
ΔE to the lowest compared entry with this formula, charge and spin ... 0.238 eV

The geometry in XYZ format:
```
11
Properties=species:S:1:pos:R:3:forces:R:3:lowdin_charge:R:1
C -1.149 -0.520 0.217 -0.821 -1.115 -0.164 -0.249
C -1.615 0.759 -0.411 -0.437 1.566 -0.873 -0.634
C 2.519 -0.570 0.392 0.028 0.246 0.117 -1.350
F -1.142 -1.458 -0.718 0.484 -0.157 0.103 0.141
F -1.850 -0.952 1.262 0.408 0.596 -0.236 0.144
F -1.668 1.757 0.483 -0.020 -0.377 -0.160 0.131
F -0.809 1.125 -1.426 -0.061 -0.232 0.389 0.047
F -2.823 0.651 -0.999 -0.164 -0.309 0.662 0.157
F 2.605 -0.943 1.662 -0.406 0.030 0.443 -0.175
I 1.731 1.353 0.137 0.663 -0.197 0.253 0.962
I 4.201 -1.201 -0.600 0.325 -0.050 -0.535 0.826
```
Forces are in eV/Å.